The following is a DFT calculation (wB97M-V/def2-TZVPD) of a 11-piece molecular cluster, C6H36NO10 overall at a distorted geometry.

Geometry as ORCA input:
```
! wB97M-V def2-TZVPD RIJCOSX def2/J DEFGRID3
* xyz 1 1
C 1.403 -1.255 -1.213
C -0.092 -1.228 -0.642
C -0.447 -2.306 0.379
C -1.696 -2.722 1.019
C -2.768 -3.271 0.054
C -2.476 -1.733 1.826
N -0.485 0.072 0.145
H 1.688 -1.571 -2.180
H 1.621 -0.122 -1.391
H 2.036 -1.597 -0.481
H -0.691 -1.173 -1.597
H 0.334 -2.241 1.137
H -0.165 -3.272 -0.265
H -1.483 -3.493 1.705
H -2.410 -4.434 -0.045
H -2.710 -2.774 -0.867
H -3.822 -3.209 0.425
H -2.906 -0.845 1.186
H -3.321 -2.144 2.604
H -1.693 -1.222 2.431
H -0.732 0.915 -0.518
H -1.506 -0.042 0.457
H 0.132 0.410 0.848
H 0.574 -3.053 -3.381
H -0.627 -3.392 -2.538
O -0.260 -2.752 -3.114
H 4.866 0.920 2.078
H 4.256 1.891 3.033
O 3.951 1.365 2.267
H 1.284 3.855 3.265
H 1.698 4.828 2.143
O 1.860 4.019 2.567
H -4.076 1.171 0.614
H -3.724 0.656 -0.645
O -3.645 0.284 0.251
H 2.915 -1.886 2.141
H 3.238 -0.363 2.502
O 2.755 -0.848 1.849
H 1.964 1.793 2.319
H 1.509 2.232 0.938
O 1.329 1.710 1.692
H 0.508 2.305 -3.229
H 0.981 0.903 -2.901
O 0.244 1.381 -3.230
H -2.886 1.727 -2.832
H -1.480 1.155 -3.219
O -2.183 1.118 -2.529
H 2.781 1.388 -0.349
H 3.470 2.399 -1.379
O 2.719 1.649 -1.318
H 0.012 3.960 -0.765
H -1.047 4.834 -0.857
O -0.797 4.007 -0.390
*
```

Calculated values
- HOMO-LUMO gap: 10.22 eV
- Energy above the lowest of the compared OMol25 structures with the same formula, charge and spin: 3.4784 eV


The following is a DFT calculation (wB97M-V/def2-TZVPD) of C35H53Cl2IrN2OP as an isolated structure at a distorted geometry.

Geometry as ORCA input:
```
! wB97M-V def2-TZVPD RIJCOSX def2/J DEFGRID3
* xyz -1 5
P -0.554 1.906 -1.044
C -1.808 3.069 -0.136
C -2.117 4.474 -0.701
C -3.018 5.285 0.227
C -4.225 4.526 0.800
C -3.969 3.058 1.151
C -3.117 2.318 0.117
C -1.527 1.515 -2.630
C -2.385 2.672 -3.100
C -2.932 2.411 -4.495
C -3.685 1.081 -4.602
C -3.005 -0.094 -3.884
C -2.372 0.242 -2.527
C 0.502 3.303 -1.807
C 1.260 4.083 -0.718
C 2.008 5.294 -1.298
C 2.908 4.980 -2.502
C 2.245 4.024 -3.507
C 1.470 2.838 -2.903
H -1.256 3.190 0.813
H -2.671 4.398 -1.638
H -1.207 5.041 -0.944
H -3.372 6.166 -0.320
H -2.399 5.651 1.051
H -4.564 5.056 1.700
H -5.036 4.563 0.066
H -3.451 2.993 2.114
H -4.921 2.533 1.262
H -2.925 1.286 0.449
H -3.693 2.249 -0.814
H -0.727 1.353 -3.365
H -2.081 2.411 -5.182
H -1.825 3.618 -3.108
H -3.235 2.772 -2.422
H -3.581 3.246 -4.780
H -3.795 0.839 -5.668
H -4.687 1.216 -4.180
H -3.723 -0.909 -3.754
H -2.203 -0.481 -4.525
H -1.755 -0.597 -2.178
H -3.156 0.379 -1.768
H -0.182 4.013 -2.311
H 0.580 4.432 0.073
H 1.985 3.413 -0.238
H 1.265 6.033 -1.610
H 2.597 5.788 -0.516
H 3.830 4.515 -2.131
H 3.189 5.922 -3.010
H 2.994 3.665 -4.223
H 1.533 4.601 -4.104
H 0.930 2.325 -3.713
H 2.167 2.097 -2.495
Ir 0.418 -0.598 0.162
Cl 0.979 -0.389 -2.042
Cl 0.204 -0.036 2.354
C -0.268 -2.414 0.224
H 0.404 -3.293 0.210
C -1.653 -2.782 0.352
C -2.045 -4.149 0.399
C -3.373 -4.470 0.264
C -4.334 -3.451 0.120
C -3.950 -2.100 0.158
C -2.613 -1.762 0.319
H -1.280 -4.916 0.514
H -3.709 -5.512 0.259
H -4.694 -1.302 0.052
H -2.251 -0.734 0.401
H -5.380 -3.705 -0.038
C 2.809 -5.731 6.402
C 3.339 -6.177 5.053
N 3.718 -5.087 4.136
C 5.177 -4.900 4.137
C 5.976 -5.944 3.343
C 2.730 -4.372 3.512
O 1.541 -4.634 3.759
C 3.064 -3.326 2.501
C 4.238 -3.290 1.733
C 4.360 -2.378 0.691
C 3.238 -1.634 0.325
N 2.089 -1.733 0.998
C 2.004 -2.491 2.117
H 3.466 -5.026 6.903
H 2.682 -6.625 7.039
H 1.826 -5.274 6.287
H 4.270 -6.741 5.160
H 2.574 -6.806 4.571
H 5.418 -3.883 3.805
H 5.492 -4.971 5.194
H 5.588 -6.065 2.331
H 7.020 -5.583 3.239
H 6.021 -6.915 3.865
H 5.042 -3.990 1.956
H 5.268 -2.243 0.086
H 3.235 -0.871 -0.473
H 1.055 -2.458 2.649
*
```

Calculated values
- HOMO-LUMO gap (alpha / beta): 3.70 / 7.01 eV


The following is a DFT calculation (wB97M-V/def2-TZVPD) of a 2-piece molecular cluster, C3H9IN3 overall at a distorted geometry.

Geometry as ORCA input:
```
! wB97M-V def2-TZVPD RIJCOSX def2/J DEFGRID3
* xyz 1 1
C 0.267 0.181 0.782
C -2.068 0.321 1.443
C -1.025 -0.309 0.673
N 1.221 -0.369 0.061
N 2.452 -0.093 0.117
N -1.334 -1.415 0.080
I 1.026 1.518 -4.956
H 0.477 0.998 1.448
H -1.549 1.371 1.679
H -2.184 -0.111 2.365
H -2.977 0.564 0.996
H 3.060 -0.504 -0.578
H 3.050 0.626 0.718
H 2.470 1.052 -4.604
H -0.645 -2.000 -0.324
H -2.242 -1.829 0.100
*
```

Calculated values
- HOMO-LUMO gap: 7.50 eV
- Energy above the lowest of the compared OMol25 structures with the same formula, charge and spin: 1.3531 eV


The following is a DFT calculation (wB97M-V/def2-TZVPD) of one molecule with the formula C5H6O3 at a distorted geometry.

Geometry as ORCA input:
```
! wB97M-V def2-TZVPD RIJCOSX def2/J DEFGRID3
* xyz 0 1
O 0.912 1.912 0.043
C 1.699 1.054 -0.315
C 1.438 -0.472 -0.218
O 2.403 -1.186 -0.038
C -0.018 -0.956 -0.279
C -0.881 -0.396 0.871
C -1.603 0.386 -0.208
O -0.775 -0.266 -1.242
H 2.737 1.274 -0.609
H 0.060 -2.025 -0.403
H -1.528 -1.119 1.387
H -0.307 0.195 1.622
H -1.475 1.465 -0.197
H -2.662 0.134 -0.413
*
```

Calculated values
- HOMO-LUMO gap: 9.06 eV
- SMILES string: O=CC(=O)[C@H]1CCO1
- Energy above the lowest of the compared OMol25 structures with the same formula, charge and spin: 1.9067 eV


The following is a DFT calculation (wB97M-V/def2-TZVPD) of one molecule with the formula C2H2N4 at a distorted geometry.

Geometry as ORCA input:
```
! wB97M-V def2-TZVPD RIJCOSX def2/J DEFGRID3
* xyz 0 1
C -1.084 -0.336 -0.281
N -0.092 -1.064 0.341
C 1.023 -0.401 0.390
N 1.092 0.974 0.341
N 0.089 1.657 -0.017
N -1.063 0.932 -0.579
H -1.958 -0.868 -0.664
H 1.994 -0.896 0.469
*
```

Calculated values
- HOMO-LUMO gap: 9.36 eV
- SMILES string: c1ncnnn1
- Energy above the lowest of the compared OMol25 structures with the same formula, charge and spin: 2.1391 eV


The following is a DFT calculation (wB97M-V/def2-TZVPD) of C47H41I2NO4P3Re as an isolated structure at a distorted geometry.

Geometry as ORCA input:
```
! wB97M-V def2-TZVPD RIJCOSX def2/J DEFGRID3
* xyz 3 2
Re -0.156 0.873 -0.801
I 0.383 4.649 1.489
C -0.467 5.071 -0.393
I -1.309 3.281 -1.294
H 0.306 5.428 -1.070
H -1.292 5.769 -0.258
O 1.291 1.487 0.777
P 1.468 0.838 2.126
C -0.073 1.013 3.130
P -1.408 0.010 2.338
O -1.233 -0.001 0.829
C -2.978 0.832 2.714
C -3.286 1.953 1.947
C -4.472 2.628 2.159
C -5.351 2.186 3.137
C -5.032 1.084 3.915
C -3.852 0.392 3.699
C -1.277 -1.651 3.018
C -1.203 -2.750 2.171
C -1.091 -4.022 2.704
C -1.078 -4.196 4.080
C -1.150 -3.098 4.926
C -1.253 -1.824 4.400
C 1.715 -0.947 1.949
C 2.029 -1.693 3.083
C 2.240 -3.053 2.970
C 2.136 -3.670 1.731
C 1.804 -2.937 0.602
C 1.604 -1.572 0.714
C 2.841 1.590 3.044
C 4.078 0.954 3.053
C 5.138 1.527 3.738
C 4.971 2.742 4.382
C 3.750 3.396 4.339
C 2.674 2.811 3.690
H -0.372 2.064 3.174
H 0.103 0.655 4.145
H -2.593 2.289 1.184
H -4.712 3.494 1.561
H -6.285 2.703 3.295
H -5.708 0.753 4.687
H -3.627 -0.480 4.293
H -1.226 -2.601 1.102
H -1.023 -4.874 2.044
H -1.021 -5.189 4.497
H -1.139 -3.236 5.996
H -1.325 -0.968 5.057
H 2.123 -1.199 4.040
H 2.497 -3.629 3.845
H 2.328 -4.727 1.643
H 1.718 -3.418 -0.361
H 1.380 -0.998 -0.189
H 4.209 0.016 2.532
H 6.089 1.020 3.766
H 5.798 3.183 4.917
H 3.629 4.355 4.817
H 1.714 3.312 3.695
O 1.408 -0.840 -2.646
C 1.851 0.281 -2.821
N 1.209 1.341 -2.193
C 1.829 2.540 -2.495
O 1.403 3.604 -2.090
C 2.985 2.224 -3.356
C 3.959 3.033 -3.906
C 4.955 2.414 -4.664
C 4.965 1.039 -4.864
C 3.971 0.222 -4.325
C 2.987 0.826 -3.568
H 3.967 4.101 -3.748
H 5.737 3.020 -5.098
H 5.759 0.589 -5.443
H 3.971 -0.845 -4.489
C -3.412 0.171 -1.788
P -1.709 -0.294 -2.267
C -1.683 0.083 -4.043
C -2.385 -0.757 -4.913
C -2.462 -0.438 -6.257
C -1.835 0.701 -6.744
C -1.147 1.541 -5.878
C -1.074 1.236 -4.530
C -1.628 -2.093 -2.103
C -2.432 -2.736 -1.161
C -2.454 -4.119 -1.109
C -1.660 -4.866 -1.968
C -0.830 -4.225 -2.877
C -0.808 -2.844 -2.951
H -4.119 -0.471 -2.315
H -3.599 1.207 -2.077
H -3.564 0.071 -0.713
H -2.873 -1.647 -4.540
H -3.015 -1.079 -6.926
H -1.883 0.936 -7.795
H -0.671 2.434 -6.253
H -0.545 1.896 -3.854
H -3.048 -2.167 -0.480
H -3.105 -4.611 -0.405
H -1.679 -5.945 -1.928
H -0.208 -4.807 -3.539
H -0.157 -2.353 -3.660
*
```

Calculated values
- HOMO-LUMO gap (alpha / beta): 5.42 / 5.99 eV


The following is a DFT calculation (wB97M-V/def2-TZVPD) of a 2-piece molecular cluster, C2H7OS overall at a distorted geometry.

Geometry as ORCA input:
```
! wB97M-V def2-TZVPD RIJCOSX def2/J DEFGRID3
* xyz -1 1
O 1.422 0.759 2.908
H 1.089 1.248 2.219
C -1.446 -0.140 0.220
S -0.825 -1.381 -0.789
C 0.477 -0.398 -1.802
H -1.120 0.792 -0.169
H -2.351 -0.265 0.774
H 1.016 -0.028 2.523
H -0.212 0.178 -2.603
H 0.832 0.364 -1.050
H 1.118 -1.127 -2.231
*
```

Calculated values
- HOMO-LUMO gap: 4.39 eV
- Energy above the lowest of the compared OMol25 structures with the same formula, charge and spin: 3.5966 eV


The following is a DFT calculation (wB97M-V/def2-TZVPD) of one molecule with the formula C6H11N at a distorted geometry.

Geometry as ORCA input:
```
! wB97M-V def2-TZVPD RIJCOSX def2/J DEFGRID3
* xyz 0 1
C -0.902 0.430 -2.846
C -0.941 1.040 -1.663
C -0.545 0.470 -0.371
N -0.709 1.263 0.720
C -0.046 -0.798 -0.267
C 0.616 -1.394 0.942
C 1.495 -0.464 1.837
H -1.405 0.920 -3.676
H -0.759 -0.623 -3.043
H -1.365 2.038 -1.578
H -0.672 0.867 1.640
H -0.980 2.218 0.772
H -0.261 -1.506 -1.053
H -0.107 -1.661 1.731
H 1.162 -2.292 0.669
H 2.319 -1.011 2.304
H 2.075 0.307 1.316
H 1.025 0.197 2.566
*
```

Calculated values
- HOMO-LUMO gap: 8.44 eV
- SMILES string: C=C/C(N)=C/CC
- Energy above the lowest of the compared OMol25 structures with the same formula, charge and spin: 1.8589 eV


The following is a DFT calculation (wB97M-V/def2-TZVPD) of C21H56Be2N5O8 as an isolated structure at a distorted geometry.

Geometry as ORCA input:
```
! wB97M-V def2-TZVPD RIJCOSX def2/J DEFGRID3
* xyz 3 1
Be -20.029 19.299 -16.611
Be -15.656 21.448 -14.744
O -17.060 17.175 -15.084
C -16.923 18.478 -14.923
O -15.789 18.984 -14.709
O -17.905 19.272 -15.111
H -16.133 16.929 -14.903
C -13.144 12.752 -18.803
C -12.536 13.948 -18.051
C -13.393 15.211 -18.170
O -12.708 16.345 -17.693
C -13.389 17.583 -17.590
N -12.297 13.621 -16.648
H -14.005 12.303 -18.309
H -12.470 11.916 -18.996
H -13.394 13.059 -19.821
H -11.565 14.171 -18.505
H -14.350 15.037 -17.666
H -13.530 15.384 -19.242
H -13.846 17.694 -18.584
H -12.755 18.454 -17.453
H -14.268 17.500 -16.942
H -11.571 12.906 -16.647
H -11.700 14.387 -16.337
C -18.637 23.802 -12.077
C -17.456 23.011 -12.649
C -17.108 21.849 -11.702
O -16.178 20.966 -12.298
C -16.125 19.722 -11.616
N -17.838 22.557 -14.006
H -19.121 24.396 -12.852
H -18.366 24.352 -11.178
H -19.403 23.080 -11.778
H -16.671 23.762 -12.746
H -17.995 21.283 -11.407
H -16.668 22.295 -10.808
H -16.015 19.790 -10.534
H -15.386 19.070 -12.077
H -17.082 19.227 -11.814
H -18.352 23.297 -14.474
H -18.573 21.867 -13.867
C -17.027 13.516 -14.507
C -15.746 14.116 -15.129
C -14.730 14.741 -14.144
O -15.492 15.616 -13.316
C -14.826 15.947 -12.105
N -15.090 12.986 -15.834
H -17.570 14.416 -14.203
H -16.836 12.831 -13.684
H -17.666 13.105 -15.286
H -16.062 14.829 -15.894
H -13.953 15.306 -14.667
H -14.341 13.961 -13.486
H -15.531 16.590 -11.577
H -13.987 16.613 -12.332
H -14.490 15.088 -11.524
H -14.196 13.335 -16.184
H -14.831 12.214 -15.232
C -12.478 19.892 -13.716
C -12.451 21.404 -13.823
C -12.305 21.852 -15.257
O -13.435 21.458 -15.991
C -13.385 21.828 -17.357
N -13.640 22.021 -13.212
H -13.124 19.364 -14.419
H -12.789 19.675 -12.690
H -11.542 19.334 -13.765
H -11.648 21.856 -13.237
H -11.342 21.450 -15.584
H -12.176 22.935 -15.358
H -14.194 21.317 -17.879
H -12.472 21.466 -17.832
H -13.424 22.918 -17.396
H -13.382 23.004 -13.185
H -13.600 21.748 -12.235
C -21.293 17.424 -20.411
C -20.537 17.928 -19.210
C -19.131 18.430 -19.363
O -18.602 18.578 -18.038
C -17.165 18.562 -17.992
N -21.348 18.954 -18.559
H -22.327 17.172 -20.180
H -20.759 16.540 -20.767
H -21.288 18.094 -21.274
H -20.637 17.109 -18.493
H -18.943 19.360 -19.904
H -18.588 17.638 -19.883
H -16.831 17.553 -18.236
H -16.856 18.793 -16.975
H -16.764 19.270 -18.718
H -22.303 18.612 -18.470
H -21.452 19.704 -19.244
*
```

Calculated values
- HOMO-LUMO gap: 1.93 eV
- Energy above the lowest of the compared OMol25 structures with the same formula, charge and spin: 3.8916 eV


The following is a DFT calculation (wB97M-V/def2-TZVPD) of a 3-piece molecular cluster, C14H27O7P overall at a distorted geometry.

Geometry as ORCA input:
```
! wB97M-V def2-TZVPD RIJCOSX def2/J DEFGRID3
* xyz 0 1
C -2.669 2.719 1.274
C -3.184 2.174 0.059
C -3.566 1.370 -1.357
C -2.192 0.710 -1.959
C -2.428 -0.419 -3.136
P -0.717 -1.151 -3.559
C -1.137 -2.891 -2.896
C 1.104 -1.797 -3.813
C 1.755 -1.304 -5.251
O 2.768 -2.066 -5.726
H -2.247 3.017 2.350
H -4.426 0.609 -1.131
H -3.981 2.132 -2.152
H -1.633 0.160 -1.077
H -1.501 1.605 -2.314
H -2.807 0.188 -4.091
H -3.268 -1.200 -2.903
H -0.119 -0.117 -2.704
H -0.881 -0.912 -5.000
H -2.153 -2.981 -2.323
H -1.045 -3.687 -3.780
H -0.293 -3.188 -2.106
H 1.197 -2.956 -3.679
H 1.770 -1.308 -2.951
H 1.376 -0.341 -5.799
C -1.103 7.328 3.907
O -0.927 5.949 4.229
C 0.271 5.657 4.795
O 1.163 6.454 5.037
O 0.303 4.324 5.047
C 1.514 3.869 5.648
H -2.094 7.446 3.461
H -1.057 7.944 4.811
H -0.355 7.652 3.177
H 1.665 4.347 6.622
H 2.367 4.056 4.988
H 1.429 2.791 5.804
C 0.693 -6.095 1.718
O 1.914 -5.365 1.823
C 2.254 -4.682 0.701
O 1.618 -4.651 -0.341
O 3.425 -4.039 0.939
C 3.909 -3.273 -0.163
H 0.520 -6.602 2.671
H -0.147 -5.418 1.530
H 0.763 -6.854 0.932
H 3.197 -2.483 -0.426
H 4.107 -3.919 -1.025
H 4.849 -2.803 0.138
*
```

Calculated values
- HOMO-LUMO gap: 8.75 eV
- SMILES string: C#CCCC[PH2](C)CC=O.COC(=O)OC.COC(=O)OC